{"formula": "C5H13NS", "method": "wB97M-V/def2-TZVPD", "lumo_energy_ev": 1.04, "smiles": "CN[C@@H](C)CCS", "homo_lumo_gap_ha": 0.3509, "charge": 0, "elements": ["H", "H", "H", "H", "H", "H", "H", "C", "N", "C", "H", "H", "C", "C", "S", "H", "H", "C", "H", "H"], "xyz": [[3.24, -2.55, -1.38], [-1.50, 2.28, -0.25], [1.64, 0.55, -0.34], [-1.30, -0.39, -0.69], [-1.35, 0.04, 2.91], [0.99, 0.09, -1.89], [-1.10, 1.81, -1.84], [0.94, -0.14, -0.82], [-0.42, 0.22, 1.11], [1.25, -1.57, -0.50], [0.12, 0.94, 1.58], [0.95, -2.33, -1.22], [-1.68, 0.15, 1.87], [-0.76, 1.70, -0.79], [3.10, -1.81, -0.29], [-2.30, -0.71, 1.59], [0.20, 2.20, -0.91], [-0.49, 0.26, -0.36], [-2.30, 1.05, 1.78], [0.77, -1.80, 0.45]]}

---

{"formula": "C5H13NS", "method": "wB97M-V/def2-TZVPD", "lumo_energy_ev": 0.92, "smiles": "CCN[C@H](C)CS", "homo_lumo_gap_ha": 0.3299, "charge": 0, "elements": ["H", "H", "C", "H", "H", "H", "H", "C", "H", "S", "H", "H", "H", "H", "H", "C", "C", "C", "N", "H"], "xyz": [[0.67, -1.34, -2.74], [1.01, -0.83, 0.48], [0.07, -0.38, 0.15], [-0.82, -2.65, 0.37], [0.72, 0.51, 2.87], [1.96, -0.92, -1.73], [1.74, 0.68, -4.21], [-1.04, -1.57, 0.11], [-0.48, 0.72, -1.76], [-0.66, 0.38, 2.83], [-1.56, 0.61, 0.97], [-2.02, -1.24, 0.60], [0.08, 1.74, 0.88], [-1.38, -1.64, -0.96], [0.54, 1.49, -3.03], [1.49, 0.90, -3.21], [1.10, -0.49, -2.27], [-0.49, 0.73, 0.99], [0.15, 0.04, -1.28], [2.36, 1.32, -2.66]]}

---

{"formula": "C5H13NS", "method": "wB97M-V/def2-TZVPD", "lumo_energy_ev": -1.54, "homo_lumo_gap_ha": 0.2579, "charge": 0, "elements": ["H", "C", "H", "H", "H", "H", "N", "H", "H", "H", "C", "H", "C", "H", "S", "H", "C", "H", "H", "C"], "xyz": [[0.81, -1.75, -0.55], [-0.56, 0.86, -0.18], [-2.86, 0.86, -1.54], [-3.46, -0.85, -1.07], [3.25, 0.10, 0.50], [-2.27, 0.07, 0.88], [-1.72, -0.08, 0.01], [-1.91, -0.70, -1.95], [-1.02, 1.85, -0.26], [0.12, 1.57, 1.74], [0.54, 1.04, 0.90], [1.31, 1.63, 0.36], [1.66, -1.25, -0.08], [2.10, -0.19, 1.73], [2.52, -0.40, -1.51], [-0.15, 0.70, -1.16], [1.23, -0.30, 1.16], [2.31, -2.02, 0.33], [0.64, -0.98, 1.85], [-2.52, -0.16, -1.15]]}

---

{"formula": "C5H13O", "method": "wB97M-V/def2-TZVPD", "multiplicity": 2, "lumo_energy_ev": [1.08, 0.53], "s_squared": 0.75, "homo_lumo_gap_ha": [0.3377, 0.3849], "charge": 0, "elements": ["C", "H", "H", "H", "H", "H", "H", "H", "C", "H", "C", "O", "H", "C", "H", "H", "H", "C", "H"], "xyz": [[0.73, -1.84, -0.23], [-1.47, 0.25, -0.62], [1.42, -0.63, 1.40], [-4.20, -0.19, 0.78], [-3.40, 1.38, 0.55], [2.89, 1.97, -0.62], [-1.69, -0.44, 1.03], [0.51, -1.77, -1.30], [-3.52, 0.38, 0.13], [-2.27, -1.34, -0.42], [2.89, 1.09, 0.02], [1.86, 0.24, -0.42], [0.23, -2.57, 0.41], [-2.13, -0.34, 0.02], [2.73, 1.40, 1.07], [2.71, -1.42, 0.48], [3.87, 0.59, -0.04], [1.73, -0.92, 0.37], [-3.98, 0.47, -0.86]]}

---

{"formula": "C5H13O2", "method": "wB97M-V/def2-TZVPD", "lumo_energy_ev": 3.88, "homo_lumo_gap_ha": 0.2313, "charge": -1, "elements": ["O", "C", "H", "H", "C", "C", "H", "H", "C", "H", "H", "C", "H", "H", "H", "H", "H", "O", "H", "H"], "xyz": [[-0.67, -0.19, 2.37], [-0.04, 1.31, 0.48], [0.32, 0.97, -3.04], [1.57, 1.03, -1.77], [-0.42, 1.12, -1.01], [0.54, -0.98, -2.05], [-1.24, 1.77, 2.34], [-1.28, 0.48, -1.11], [0.66, 0.56, -2.02], [0.29, -2.47, 2.62], [-0.68, 2.16, -1.36], [-1.05, 0.86, 1.62], [-0.37, -1.28, -2.78], [0.05, 2.26, 0.94], [1.02, 0.87, 0.49], [0.73, -3.50, 3.78], [-2.06, 0.84, 1.14], [0.80, -3.25, 2.87], [1.50, -1.25, -2.43], [0.31, -1.34, -1.08]]}

---

{"formula": "C5H13O2", "method": "wB97M-V/def2-TZVPD", "lumo_energy_ev": 3.96, "homo_lumo_gap_ha": 0.2527, "charge": -1, "elements": ["H", "C", "O", "H", "C", "H", "H", "H", "H", "H", "C", "C", "H", "C", "H", "H", "O", "H", "H", "H"], "xyz": [[-0.50, 2.11, -2.52], [0.00, -0.49, -2.02], [0.86, -0.89, 0.89], [0.71, -0.04, -2.70], [-0.53, 0.59, -1.03], [-0.97, -1.24, 1.83], [-0.76, -2.04, 0.26], [-1.47, 2.60, -1.13], [-0.86, -0.86, -2.58], [-2.10, 1.40, -2.26], [-1.20, 1.75, -1.75], [-1.30, 0.00, 0.12], [-1.60, 0.75, 0.84], [-0.45, -1.14, 0.85], [0.61, -1.12, -1.37], [2.67, 0.79, 2.40], [2.37, 0.05, 2.94], [0.41, 0.94, -0.60], [-2.26, -0.45, -0.20], [2.11, -0.60, 2.24]]}

---

For the records above, the corresponding total energy values read -17720.47960 -17718.44172 -17716.44895 -7440.65187 -9489.03533 -9490.78855 eV.
For the records above, the corresponding relative energy (zero: lowest compared OMol25 entry of this formula, charge and spin) values read 17.78 64.78 110.73 14.49 52.87 12.44 kcal per mole.